No. 1
Below is a molecular structure, C12H22B2BeBrINO4 in a non-equilibrium geometry, with properties calculated with ωB97M-V/def2-TZVPD.

Properties
Largest force on an atom = 2.46 eV/A
Frontier orbital gap = 0.0881 Eh
Net charge = +1
LUMO energy = -7.971 eV

Each line ends with the Löwdin charge.
Element x y z (Å)
C (1.46519, 2.91940, 1.70196)  0.0262
C (1.18141, 1.63312, 1.75415)  -0.1365
C (2.08561, 0.64551, 1.05777)  -0.0864
C (1.51399, 0.00425, -0.22718)  -0.4463
C (2.68494, -0.61170, -0.92237)  0.0389
C (2.82420, -0.79881, -2.29332)  0.0959
O (0.78174, -1.16034, 0.02828)  0.0740
B (-0.63474, -0.75937, 0.30983)  -0.8810
C (-1.81005, -1.70873, -0.41930)  -0.0540
C (-3.15090, -0.91189, -0.35010)  -0.2889
C (-3.68731, -0.44215, -1.72760)  -0.5531
I (-3.52026, 1.72553, -1.95023)  0.7869
N (-1.01803, -0.80055, 1.76816)  0.1498
C (-0.20345, -1.63736, 2.62997)  -0.2456
C (-0.30284, -3.13821, 2.32495)  -0.0685
O (-0.64605, 0.59957, -0.28115)  -0.0239
C (0.46509, 0.81451, -1.03608)  -0.5270
Br (-0.07479, 0.02727, -2.82701)  0.9468
B (0.69594, 2.30960, -1.45995)  -0.8326
O (-0.18656, 3.32409, -1.06116)  0.0870
O (1.75747, 2.70456, -2.21761)  0.1273
H (2.49223, 3.26647, 1.63350)  0.0810
H (0.63804, 3.62165, 1.70430)  0.0773
H (0.29854, 1.36429, 2.32151)  0.1080
H (2.98382, 1.20745, 0.76299)  0.1300
H (2.44737, -0.11988, 1.75099)  0.1315
H (3.50841, -0.93731, -0.27801)  0.1575
H (2.57631, -1.78801, -2.69028)  0.1067
H (3.20119, -0.07095, -3.01503)  0.0865
H (-1.54371, -1.97696, -1.44626)  0.0686
H (-1.98544, -2.63854, 0.11805)  0.0848
H (-3.91211, -1.57369, 0.07453)  0.1132
H (-3.09498, -0.04194, 0.30039)  0.0683
H (-4.76249, -0.59560, -1.73132)  0.0346
H (-3.21961, -0.92510, -2.58056)  0.0367
H (-1.17178, 0.12144, 2.16333)  0.1151
H (0.85650, -1.34434, 2.68150)  0.1076
H (-0.59518, -1.51540, 3.64684)  0.1203
H (-1.33056, -3.43752, 2.11625)  0.0763
H (0.01387, -3.73021, 3.18310)  0.0788
H (0.30934, -3.37798, 1.45287)  0.0760
H (-0.80340, 3.49702, -1.81958)  0.0362
H (2.28816, 1.92227, -2.46362)  0.1264
Be (0.58488, 4.33451, -2.68753)  0.7896

=====

No. 2
Below is 11 unconnected molecules or ions with the total composition C29H44Cl10F2O4 in a non-equilibrium geometry, with properties calculated with ωB97M-V/def2-TZVPD.

Properties
Largest force on an atom = 4.28 eV/A
Energy relative to the best compared isomer or geometry (same formula, charge and spin) = 3.305 eV
Frontier orbital gap = 0.3400 Eh
Net charge = 0
LUMO energy = -0.033 eV

Each line ends with the Löwdin charge.
Element x y z (Å)
F (10.91980, 11.89698, -13.96687)  0.0817
C (11.01944, 13.17682, -13.63909)  -0.2922
C (12.24189, 13.70843, -13.20923)  -0.0226
C (12.44776, 15.05827, -12.80588)  -0.0484
C (11.25912, 15.84468, -12.70895)  -0.0988
C (10.03259, 15.37307, -13.17427)  -0.0974
C (9.91032, 14.05102, -13.61461)  -0.0209
H (13.06594, 13.01617, -13.29939)  0.1069
H (13.45258, 15.38997, -12.58981)  0.0981
H (11.32970, 16.82969, -12.27172)  0.0897
H (9.11823, 15.94433, -13.11082)  0.0987
H (8.93843, 13.72672, -13.95616)  0.1057
F (11.49889, 26.87728, -5.56996)  0.0410
C (10.75267, 25.76115, -5.84756)  -0.2699
C (10.77110, 24.72922, -4.94748)  -0.0309
C (9.99109, 23.60941, -5.15170)  -0.0713
C (8.99907, 23.65912, -6.13618)  -0.0827
C (8.89083, 24.78703, -6.93796)  -0.0970
C (9.77403, 25.80827, -6.79905)  -0.0407
H (11.59949, 24.71027, -4.25479)  0.1186
H (10.24702, 22.70730, -4.61589)  0.1050
H (8.30196, 22.87484, -6.39174)  0.0990
H (8.15679, 24.80967, -7.72984)  0.1074
H (9.59243, 26.76043, -7.27530)  0.1217
C (10.23482, 15.13348, -7.22792)  -0.0136
C (11.65213, 15.46188, -6.83617)  -0.5000
C (12.13784, 16.90604, -6.72601)  -0.0250
O (12.44957, 14.60181, -6.48481)  0.0410
H (9.54617, 15.59936, -6.52307)  0.0863
H (10.31112, 14.04882, -7.15167)  0.0891
H (10.13455, 15.66112, -8.17642)  0.0847
H (12.08755, 17.28733, -7.74591)  0.0767
H (13.19879, 16.87820, -6.47760)  0.0786
H (11.55825, 17.46797, -5.99361)  0.0821
C (11.35488, 23.09533, -11.87877)  -0.0172
C (12.85647, 23.38164, -12.20531)  -0.4237
C (13.39457, 24.78521, -12.09563)  -0.0344
O (13.61637, 22.46135, -12.63121)  0.0021
H (10.89601, 22.37580, -12.55686)  0.0774
H (10.82525, 24.04270, -11.97922)  0.0657
H (11.32515, 22.62552, -10.89566)  0.0805
H (14.34702, 24.91629, -12.60919)  0.0845
H (13.74391, 24.91702, -11.07157)  0.0870
H (12.60514, 25.49358, -12.34685)  0.0779
C (12.08331, 7.46954, -6.03748)  -0.0267
C (11.73506, 6.31382, -7.01351)  -0.4235
C (10.88555, 6.71429, -8.29779)  -0.0179
O (12.04707, 5.14863, -6.71154)  0.0216
H (13.01683, 7.11109, -5.60370)  0.0798
H (11.28062, 7.46348, -5.30010)  0.0831
H (12.13647, 8.42829, -6.55330)  0.0705
H (9.90040, 7.01879, -7.94443)  0.0762
H (10.89339, 5.93330, -9.05812)  0.0735
H (11.34374, 7.62694, -8.67892)  0.0635
C (19.44650, 20.60879, -11.55393)  -0.0268
C (18.91478, 19.73722, -10.47110)  -0.5278
C (18.50296, 20.46195, -9.26635)  -0.0405
O (18.64310, 18.57371, -10.67118)  0.0715
H (19.48139, 21.66103, -11.27165)  0.0744
H (18.66511, 20.56168, -12.31242)  0.0943
H (20.39435, 20.30021, -11.99493)  0.0903
H (17.53286, 20.95742, -9.30532)  0.0972
H (19.17117, 21.27765, -8.99032)  0.0805
H (18.46328, 19.79408, -8.40584)  0.0869
Cl (16.79173, 19.97160, -1.60585)  0.4893
C (17.56579, 20.51214, -0.10759)  -1.0434
Cl (17.05893, 19.59247, 1.30310)  0.5068
H (18.64536, 20.48541, -0.25559)  0.0309
H (17.16990, 21.51147, 0.07330)  0.0163
Cl (14.94175, 12.07387, 0.31965)  0.5035
C (14.85556, 13.54480, -0.65113)  -1.0175
Cl (13.38448, 14.56111, -0.41548)  0.4684
H (15.69579, 14.15039, -0.31142)  0.0150
H (15.02250, 13.30193, -1.70052)  0.0305
Cl (4.63927, 17.98381, -9.44774)  0.4754
C (3.28248, 17.54218, -10.53653)  -0.9842
Cl (1.68142, 18.32456, -10.15084)  0.4615
H (3.56532, 17.74030, -11.57038)  0.0230
H (3.18939, 16.45701, -10.57933)  0.0243
Cl (16.99615, 10.29192, -9.58731)  0.4397
C (18.01452, 11.79872, -9.71330)  -0.9969
Cl (18.84247, 11.72528, -11.24385)  0.5042
H (17.39102, 12.68516, -9.59678)  0.0344
H (18.85393, 11.75826, -9.01915)  0.0184
Cl (7.06350, 10.90193, -1.00793)  0.4860
C (7.02378, 12.65848, -0.85660)  -1.0451
Cl (5.35413, 13.08590, -0.54781)  0.5013
H (7.72160, 12.89787, -0.05420)  0.0305
H (7.32340, 13.13659, -1.78920)  0.0272